Entry from the OMol25 dataset: a structure of composition C23H33F4MnN3O4PSe at a distorted geometry (wB97M-V/def2-TZVPD).

## Properties
2S+1 = 5
Gap between HOMO and LUMO (alpha / beta) = 5.280 / 7.653 eV
E_tot = -5654.8269 a.u.
⟨S²⟩ = 6.17

Last column: Mulliken charge in e.
CARTESIAN COORDINATES (ANGSTROEM)
Se  1.81712  1.48361  3.41252  -0.030
Mn  0.85466  0.58115  1.51251  0.011
P  -0.31438  -1.17774  -0.97046  -0.699
F  -1.30634  -3.40585  3.60763  -0.313
F  -3.90950  1.28947  2.63329  -0.393
F  0.12634  -1.28205  2.67171  -0.400
F  -5.23106  -0.82769  3.51645  -0.331
O  0.57847  -0.36588  -0.01492  0.532
O  0.36903  -1.02380  -2.42315  -0.198
O  -0.61812  -2.54886  -0.53281  -0.769
O  -1.56841  -0.19305  -1.10597  0.641
N  6.14065  -0.02332  2.40973  -0.593
N  0.42689  2.72725  0.40512  0.888
N  -1.03061  1.07013  2.12809  0.526
C  -1.81868  0.08767  2.58174  0.071
C  1.65206  3.50788  0.23235  -1.148
C  -1.93976  -2.25919  3.34235  0.100
C  -3.89797  0.17161  -1.25949  -1.698
C  -1.55806  2.39389  1.87840  -0.684
C  5.14967  -0.16110  1.54391  -0.551
C  -3.21276  0.14785  2.84420  0.405
C  -2.87662  -1.79552  -2.42292  -1.490
C  3.57917  0.82924  3.04185  0.467
C  -1.23329  -1.17422  2.87789  0.353
C  0.56648  -3.23291  -3.38067  -1.715
C  1.96441  -1.27477  -4.13482  -1.785
C  2.35009  -2.33576  -1.88735  -1.578
C  -0.43335  3.33967  1.42929  -1.501
C  -2.66814  -0.34274  -2.01171  1.517
C  3.85476  0.25673  1.79994  -0.113
C  1.30634  -1.97104  -2.93965  1.738
C  -3.30632  -2.17011  3.56604  -0.576
C  -0.27706  2.66146  -0.87489  -1.155
C  -2.38395  0.51903  -3.24541  -1.448
C  5.87148  0.51641  3.58833  -0.349
C  4.61163  0.94765  3.96650  -0.514
C  -3.91244  -0.95278  3.30460  0.267
H  2.22305  3.52753  1.16286  0.338
H  -2.03684  -2.14001  -3.02007  0.137
H  -1.45509  0.19490  -3.70725  0.148
H  -3.19539  0.42483  -3.96165  0.478
H  0.19616  3.58317  2.29329  0.488
H  1.26402  -3.96902  -3.77073  0.509
H  -2.27776  1.56386  -2.96389  0.306
H  -1.99977  2.80925  2.79312  0.579
H  5.40555  -0.61096  0.59256  0.398
H  2.68455  -1.94197  -4.60127  0.406
H  -3.87113  -3.01250  3.92644  0.526
H  -0.16381  -2.99637  -4.15261  0.352
H  2.47788  -0.37520  -3.80334  0.378
H  6.70988  0.62243  4.26483  0.359
H  1.42075  4.54151  -0.06063  0.323
H  -0.57325  3.66448  -1.21365  0.382
H  1.21099  -0.98749  -4.86569  0.367
H  0.05412  -3.65208  -2.52049  0.303
H  1.85825  -2.81755  -1.04541  0.364
H  -1.15720  2.03474  -0.77869  -0.039
H  0.36231  2.20787  -1.62966  0.443
H  3.07614  -3.02273  -2.31364  0.556
H  -0.88234  4.27182  1.05409  0.380
H  2.86648  -1.44466  -1.53571  0.280
H  -4.76712  0.13873  -1.90895  0.509
H  3.05837  0.14994  1.03676  0.722
H  2.26909  3.05911  -0.54789  0.315
H  -2.34029  2.35382  1.11239  0.297
H  4.41619  1.37521  4.93606  0.406
H  -4.07938  -0.44607  -0.38424  0.328
H  -3.78984  -1.88736  -3.00640  0.550
H  -3.74007  1.19513  -0.92945  0.284
H  -2.94692  -2.42665  -1.54133  0.346

***

Entry from the OMol25 dataset: a structure of composition C14H21F5HfIOP2 at a distorted geometry (wB97M-V/def2-TZVPD).

## Properties
2S+1 = 1
Gap between HOMO and LUMO = 5.135 eV
Charge = +3
E_tot = -2147.8659 a.u.

Last column: Mulliken charge in e.
CARTESIAN COORDINATES (ANGSTROEM)
Hf  -0.10809  -0.01269  0.19023  -0.628
I  0.24722  -0.30207  -3.19863  0.340
P  0.80366  -2.32857  -0.23054  1.060
P  0.78973  2.22599  -0.56498  1.111
F  -2.58926  2.66130  4.46255  -0.225
F  -1.27866  -2.27172  2.48151  -0.329
F  -2.56179  -2.09535  4.80721  -0.224
F  -1.30477  2.51319  2.13278  -0.329
F  -3.26432  0.36818  5.87498  -0.184
O  -2.88864  -0.19300  -1.50449  -0.096
C  -1.55469  -1.01339  2.95377  0.419
C  -1.56849  1.33370  2.78464  0.434
C  1.52928  -3.06396  1.27246  -1.146
C  -1.92118  -0.11697  -0.84119  0.798
C  -0.64133  3.27454  -1.01338  -1.212
C  -1.14919  0.11481  2.22397  -0.379
C  -2.24396  -0.95149  4.16549  0.027
C  -2.25765  1.43769  3.99212  0.033
C  1.98412  -2.82937  -1.52606  -1.156
C  1.49284  3.18210  0.82165  -1.171
C  0.45748  -0.10577  -5.40313  -0.804
C  1.97535  2.56676  -1.90619  -1.137
C  -2.61738  0.28716  4.69391  0.792
C  -0.60605  -3.45932  -0.51686  -1.198
H  -1.42147  -3.23175  0.18252  0.371
H  1.62056  2.10965  -2.83811  0.310
H  2.13695  -3.91601  -1.51540  0.416
H  1.60367  -2.52207  -2.50874  0.327
H  -0.97060  -3.34519  -1.54349  0.378
H  -0.32683  4.32681  -1.00441  0.489
H  -1.45728  3.13181  -0.29160  0.368
H  -0.26666  -4.49169  -0.35908  0.493
H  1.53148  -4.15633  1.17186  0.463
H  2.94035  -2.32315  -1.35825  0.404
H  2.52497  2.85712  0.99640  0.424
H  0.93444  -2.76827  2.14417  0.314
H  1.51456  0.03953  -5.63964  0.351
H  2.09851  3.64907  -2.04874  0.424
H  -0.99616  3.00594  -2.01482  0.377
H  0.07392  -1.02477  -5.85337  0.366
H  2.94545  2.12404  -1.65164  0.399
H  0.89756  3.00439  1.72477  0.310
H  -0.14249  0.75967  -5.70298  0.328
H  2.55594  -2.69991  1.39170  0.423
H  1.47887  4.24933  0.56707  0.465